8 unconnected molecules or ions with the total composition C15H45N16O12, computed with ωB97M-V/def2-TZVPD.

The HOMO energy comes out at -0.390 hartree. Its HOMO-LUMO gap is 0.238 hartree. Its charge is +1. The molar mass comes out at 641.62 g/mol.

Bonds (Å) are listed after each position.
Atoms and positions in Å:
1 C 0.326 -2.816 -0.310  C2 1.673, H16 1.184, H17 1.189, H18 1.170
2 C 0.586 -1.263 0.253  C1 1.673, O3 1.361, N4 1.515
3 O 0.413 -1.120 1.595  C2 1.361
4 N 0.933 -0.115 -0.675  C2 1.515, N5 1.387, C13 1.516
5 N 0.970 1.109 -0.024  N4 1.387, C6 1.522, H19 1.065, H20 1.065
6 C -0.397 1.724 0.241  N5 1.522, O7 1.471, H21 1.193, H22 1.170
7 O -1.185 2.008 -0.968  C6 1.471, C8 1.471
8 C -2.096 0.908 -1.317  O7 1.471, O9 1.475, H23 1.194, H24 1.170
9 O -3.164 1.264 -2.271  C8 1.475, C10 1.471
10 C -4.473 0.727 -1.868  O9 1.471, C11 1.663, H25 1.194, H26 1.178
11 C -4.502 -0.930 -1.723  C10 1.663, O12 1.500, H27 1.188, H28 1.187
12 O -4.408 -1.359 -0.289  C11 1.500, H29 1.021
13 C 2.263 -0.313 -1.375  N4 1.516, C14 1.640, O15 1.338
14 C 2.311 -0.613 -2.986  C13 1.640, H30 1.183, H31 1.174, H32 1.180
15 O 3.398 -0.204 -0.676  C13 1.338
16 H -0.772 -2.951 -0.733  C1 1.184
17 H 0.412 -3.583 0.596  C1 1.189
18 H 1.109 -3.136 -1.118  C1 1.170
19 H 1.580 1.104 0.849  N5 1.065
20 H 1.462 1.784 -0.684  N5 1.065
21 H -0.178 2.776 0.761  C6 1.193
22 H -0.937 1.072 1.048  C6 1.170
23 H -1.428 0.088 -1.871  C8 1.194
24 H -2.482 0.402 -0.335  C8 1.170
25 H -5.220 0.964 -2.769  C10 1.194
26 H -4.939 1.261 -0.928  C10 1.178
27 H -5.552 -1.343 -2.093  C11 1.188
28 H -3.659 -1.431 -2.392  C11 1.187
29 H -4.814 -0.635 0.306  O12 1.021
30 H 3.260 -1.289 -3.186  C14 1.183
31 H 1.329 -1.075 -3.435  C14 1.174
32 H 2.495 0.415 -3.537  C14 1.180
33 C -1.559 -4.940 -3.101  O34 1.221, N35 1.345, N36 1.345
34 O -0.866 -4.556 -2.172  C33 1.221
35 N -2.322 -6.045 -3.031  C33 1.345, H37 1.006, H38 1.012
36 N -1.621 -4.292 -4.279  C33 1.345, H39 1.012, H40 1.006
37 H -2.899 -6.377 -3.785  N35 1.006
38 H -2.305 -6.563 -2.162  N35 1.012
39 H -1.061 -3.455 -4.373  N36 1.012
40 H -2.185 -4.593 -5.055  N36 1.006
41 C 3.601 4.010 0.551  O42 1.221, N43 1.345, N44 1.345
42 O 3.020 3.994 -0.523  C41 1.221
43 N 3.788 5.138 1.260  C41 1.345, H45 1.006, H46 1.012
44 N 4.108 2.902 1.120  C41 1.345, H47 1.012, H48 1.006
45 H 4.264 5.171 2.145  N43 1.006
46 H 3.422 5.995 0.867  N43 1.012
47 H 3.989 2.031 0.619  N44 1.012
48 H 4.590 2.895 2.003  N44 1.006
49 C -4.421 -2.793 -6.409  O50 1.221, N51 1.345, N52 1.345
50 O -3.401 -3.409 -6.680  C49 1.221
51 N -5.336 -2.458 -7.337  C49 1.345, H53 1.006, H54 1.012
52 N -4.720 -2.395 -5.160  C49 1.345, H55 1.012, H56 1.006
53 H -6.181 -1.952 -7.133  N51 1.006
54 H -5.149 -2.739 -8.291  N51 1.012
55 H -4.057 -2.628 -4.431  N52 1.012
56 H -5.554 -1.888 -4.917  N52 1.006
57 C 3.744 8.610 2.457  O58 1.221, N59 1.345, N60 1.345
58 O 3.565 7.969 1.434  C57 1.221
59 N 4.641 9.609 2.543  C57 1.345, H61 1.006, H62 1.012
60 N 3.059 8.375 3.591  C57 1.345, H63 1.012, H64 1.006
61 H 4.802 10.148 3.377  N59 1.006
62 H 5.178 9.818 1.711  N59 1.012
63 H 2.373 7.632 3.570  N60 1.012
64 H 3.192 8.892 4.444  N60 1.006
65 C 3.274 -4.255 2.080  O66 1.221, N67 1.345, N68 1.345
66 O 2.697 -4.815 2.999  C65 1.221
67 N 4.157 -4.886 1.284  C65 1.345, H69 1.006, H70 1.012
68 N 3.081 -2.958 1.781  C65 1.345, H71 1.012, H72 1.006
69 H 4.642 -4.443 0.523  N67 1.006
70 H 4.332 -5.864 1.475  N67 1.012
71 H 2.424 -2.446 2.356  N68 1.012
72 H 3.547 -2.480 1.029  N68 1.006
73 C 2.491 -4.534 7.178  O74 1.221, N75 1.345, N76 1.345
74 O 2.187 -4.257 8.328  C73 1.221
75 N 1.796 -4.090 6.115  C73 1.345, H77 1.006, H78 1.012
76 N 3.547 -5.309 6.871  C73 1.345, H79 1.012, H80 1.006
77 H 2.030 -4.308 5.161  N75 1.006
78 H 0.993 -3.504 6.302  N75 1.012
79 H 4.097 -5.664 7.642  N76 1.012
80 H 3.812 -5.548 5.931  N76 1.006
81 C -3.838 3.740 1.435  O82 1.221, N83 1.345, N84 1.345
82 O -4.208 2.587 1.280  C81 1.221
83 N -4.169 4.471 2.515  C81 1.345, H85 1.006, H86 1.012
84 N -3.066 4.383 0.541  C81 1.345, H87 1.012, H88 1.006
85 H -3.874 5.422 2.660  N83 1.006
86 H -4.749 4.025 3.213  N83 1.012
87 H -2.793 3.868 -0.287  N84 1.012
88 H -2.751 5.332 0.651  N84 1.006